Entry 1:
Density functional theory data (ωB97M-V/def2-TZVPD) for 5 unconnected molecules or ions with the total composition CH12N2O4.

Cartesian coordinates (Å):
H: 0.22648 2.77083 0.52008
N: 0.41856 1.79880 0.32034
C: -0.17522 1.53336 -0.81197
N: -0.35237 0.29609 -1.29572
H: -0.65090 2.31036 -1.41450
H: 0.26892 -0.49807 -1.10034
H: -0.92739 0.20320 -2.11765
O: -0.30220 -0.84337 1.40889
H: 0.25266 -0.86450 2.20265
H: -0.09532 0.09013 1.18439
O: 0.60796 -2.30342 -0.55283
H: 1.53645 -2.25888 -0.30553
H: 0.11880 -2.06480 0.27149
O: 2.47536 -0.23976 0.50924
H: 1.92410 0.56084 0.43077
H: 3.26930 -0.07838 -0.00886
O: -3.13914 -0.40786 0.33627
H: -3.30042 0.51727 0.13126
H: -2.15564 -0.52185 0.29202

Results
- HOMO level (hartree) = -0.3693
- lowest unoccupied orbital energy (eV) = 0.5
- DFT total energy (hartree) = -455.7757
- F_max (hartree/bohr) = 0.02999
- energy above the lowest of the compared OMol25 structures with the same formula, charge and spin (kcal/mol) = 12.7
- molar mass (g/mol) = 116.12
- frontier orbital gap (eV) = 10.6

These are the natural (NBO) partial charges, in e, on atoms 1 to 2: atom 1 (H): 0.363, atom 2 (N): -0.842

Entry 2:
Density functional theory data (ωB97M-V/def2-TZVPD) for a molecular structure, C52H49GeMnN3P2Se.

Cartesian coordinates (Å):
Mn: -0.49296 -0.48437 0.24826
C: 1.51623 -0.41508 -2.19925
P: 0.49286 -1.74547 -1.42737
C: -0.50497 -2.52834 -2.72878
C: -0.13586 -2.51452 -4.07099
C: -0.90060 -3.18156 -5.01841
C: -2.03492 -3.88060 -4.63274
C: -2.40552 -3.91148 -3.29455
C: -1.64513 -3.23947 -2.34960
C: 1.68028 -3.03457 -0.94696
C: 2.67682 -2.68277 -0.03368
C: 3.54997 -3.64102 0.45891
C: 3.43340 -4.95977 0.04155
C: 2.45990 -5.31138 -0.88254
C: 1.58520 -4.35425 -1.37992
C: 1.22809 0.87901 -1.51303
C: 1.54085 2.15897 -1.83079
C: 1.07766 2.99853 -0.75372
C: 0.51082 2.19236 0.17685
C: -0.16490 2.46978 1.47916
P: -1.33854 1.07690 1.73487
C: -2.90561 1.59983 0.99820
C: -2.86281 1.53733 -0.49275
C: -4.13017 2.10402 -1.18106
C: -5.38792 1.97456 -0.36233
C: -5.32588 1.89263 0.96454
C: -4.04813 1.76734 1.66784
C: -1.61042 0.88005 3.49413
C: -1.46754 1.93920 4.34885
C: -1.62488 1.80037 5.73783
C: -1.94486 0.53567 6.28302
C: -2.08987 -0.54915 5.48674
C: -1.92581 -0.49986 4.00344
N: 0.57826 0.85886 -0.26969
H: 1.34554 -0.33793 -3.27148
H: 2.56297 -0.70000 -2.06196
H: 0.76102 -2.00385 -4.39435
H: -0.59799 -3.16622 -6.05676
H: -2.62044 -4.41241 -5.37066
H: -3.27952 -4.46886 -2.98342
H: -1.94978 -3.26728 -1.30884
H: 2.79248 -1.64934 0.28136
H: 4.31820 -3.35439 1.16503
H: 4.10860 -5.71137 0.42754
H: 2.38054 -6.33579 -1.22104
H: 0.82911 -4.64238 -2.09819
H: 2.06770 2.49013 -2.71133
H: 1.17879 4.07062 -0.69388
H: -0.65907 3.44162 1.48342
H: 0.54219 2.45595 2.31385
H: -2.00566 2.11141 -0.85139
H: -3.96432 3.18641 -1.26842
H: -6.34060 2.07628 -0.86793
H: -6.23593 1.90592 1.54903
H: -4.05173 1.74636 2.75080
H: -1.22948 2.92138 3.95647
H: -1.51094 2.66102 6.38022
H: -2.08455 0.43856 7.35146
H: -2.34489 -1.51277 5.91049
H: -1.03643 -1.13704 3.77550
C: -3.10198 -1.19600 3.29689
Ge: 0.15593 -2.02908 1.96980
C: 1.68004 -1.55745 3.06519
C: 2.41259 -2.51563 3.77098
C: 3.54590 -2.14497 4.47663
C: 3.95759 -0.81665 4.48350
C: 3.24652 0.14135 3.77395
C: 2.11889 -0.23232 3.05843
C: -0.54923 -3.78238 2.35290
C: -0.86043 -4.49794 1.21822
C: -1.33431 -5.82262 1.27999
C: -1.53019 -6.40262 2.49859
C: -1.25273 -5.70008 3.69745
C: -1.47443 -6.31148 4.95521
C: -1.20673 -5.64367 6.11461
C: -0.70183 -4.32865 6.06209
C: -0.47795 -3.71286 4.86193
C: -0.74468 -4.37631 3.63950
H: -4.03798 -0.68054 3.51320
H: -3.18602 -2.22331 3.65406
H: -2.95872 -1.22220 2.21302
H: 2.09919 -3.55278 3.76945
H: 4.10978 -2.88918 5.02314
H: 4.84174 -0.53017 5.03694
H: 3.57729 1.17153 3.77040
H: 1.58498 0.51215 2.47712
H: -0.71751 -4.05104 0.24686
H: -1.54578 -6.36437 0.36781
H: -1.90835 -7.41474 2.57110
H: -1.86158 -7.32228 4.97768
H: -1.37597 -6.11775 7.07132
H: -0.48013 -3.80297 6.98188
H: -0.07062 -2.70967 4.85718
C: -5.74775 -0.38262 -2.36273
N: -4.94375 0.60057 -3.09006
C: -4.68066 0.48053 -4.43748
C: -3.80301 1.45175 -4.76157
N: -3.54356 2.15700 -3.60799
C: -2.60519 3.27469 -3.51243
C: -4.23151 1.61684 -2.59393
Se: -2.35871 -0.32336 -1.02254
H: -6.69118 -0.51835 -2.88582
H: -5.93707 -0.03903 -1.35150
H: -5.19857 -1.32117 -2.32439
H: -5.14840 -0.27728 -5.03910
H: -3.36066 1.71757 -5.70420
H: -2.29110 3.53706 -4.51814
H: -1.73036 2.98483 -2.93194
H: -3.08887 4.13940 -3.06450

Results
- HOMO level (spin up / spin down) (hartree) = -0.4263 / -0.4568
- 2S+1 = 2
- net charge = +2
- lowest unoccupied orbital energy (spin up / spin down) (eV) = -5.5 / -5.6
- DFT total energy (hartree) = -8486.7185
- F_max (hartree/bohr) = 0.01110
- molar mass (g/mol) = 984.44
- frontier orbital gap (spin up / spin down) (eV) = 6.1 / 6.8

These are the Löwdin partial charges, in e, on atoms 1 to 2: atom 1 (Mn): -0.196, atom 2 (C): -0.205

Entry 3:
Density functional theory data (ωB97M-V/def2-TZVPD) for a molecular structure, C38H33KN4O2P2.

Cartesian coordinates (Å):
K: 0.44330 -1.09752 -1.52083
O: 1.48256 -0.33038 4.01800
C: 1.88763 -1.63336 3.99849
C: 2.00879 -2.33932 5.19396
C: 2.34694 -3.68147 5.19058
C: 2.55256 -4.33797 3.98486
C: 2.42185 -3.63080 2.80156
C: 2.11243 -2.27354 2.77898
C: 1.94314 -1.62194 1.43316
O: 1.32376 -2.29268 0.56137
N: 2.48832 -0.41199 1.31752
N: 2.18008 0.14583 0.11642
C: 2.69779 1.28297 -0.12449
C: 2.30549 2.03729 -1.31072
C: 2.82767 3.31532 -1.51152
C: 2.39015 4.06978 -2.58212
C: 1.43776 3.53519 -3.43516
C: 0.99028 2.24874 -3.17297
N: 1.40458 1.50674 -2.15139
H: 1.30558 -0.08562 4.93236
H: 1.82182 -1.82831 6.13317
H: 2.43808 -4.21192 6.12986
H: 2.80719 -5.38921 3.96768
H: 2.54948 -4.12676 1.84809
H: 3.38368 1.74770 0.58512
H: 3.55479 3.70237 -0.80958
H: 2.77822 5.06689 -2.74895
H: 1.05573 4.08919 -4.28095
H: 0.24898 1.78877 -3.82067
C: -3.54437 0.70752 1.37778
N: -2.78573 0.09914 0.28400
P: -2.72080 -1.60116 0.07670
C: -4.45714 -2.01569 -0.34611
C: -5.30283 -1.07542 -0.92748
C: -6.57972 -1.43275 -1.34216
C: -7.02194 -2.73781 -1.18920
C: -6.18132 -3.68599 -0.61994
C: -4.90901 -3.32800 -0.20367
C: -2.63659 -2.23271 1.79338
C: -3.73036 -2.24742 2.66422
C: -3.59124 -2.70992 3.96077
C: -2.35604 -3.17027 4.40641
C: -1.26699 -3.17149 3.55121
C: -1.40677 -2.70599 2.24684
P: -1.94535 1.03702 -0.86512
C: -0.94160 2.13856 0.19852
C: -0.35533 1.58432 1.33606
C: 0.51413 2.33622 2.11588
C: 0.80816 3.64317 1.76481
C: 0.24864 4.19360 0.62409
C: -0.61394 3.44790 -0.15941
C: -3.22899 2.15630 -1.54381
C: -3.77310 1.78339 -2.77303
C: -4.80585 2.51030 -3.34797
C: -5.30311 3.63095 -2.69972
C: -4.76382 4.02150 -1.48109
C: -3.73359 3.29112 -0.90800
H: -3.13695 0.41186 2.34567
H: -4.59574 0.41168 1.33649
H: -3.49528 1.79164 1.30955
H: -4.96615 -0.05334 -1.05472
H: -7.22842 -0.68700 -1.78461
H: -8.01653 -3.01693 -1.51238
H: -6.51936 -4.70723 -0.49796
H: -4.26412 -4.07402 0.24759
H: -4.69897 -1.90294 2.32212
H: -4.44451 -2.71450 4.62741
H: -2.24871 -3.53558 5.42034
H: -0.30437 -3.53706 3.88807
H: -0.54604 -2.72666 1.58513
H: -0.55158 0.54878 1.59559
H: 0.99101 1.86016 2.96094
H: 1.48938 4.22982 2.36867
H: 0.49161 5.20911 0.33622
H: -1.03268 3.88879 -1.05652
H: -3.38442 0.90616 -3.27880
H: -5.21752 2.20463 -4.30126
H: -6.10600 4.20531 -3.14388
H: -5.14608 4.89921 -0.97562
H: -3.30970 3.61683 0.03368

Results
- HOMO level (hartree) = -0.2613
- lowest unoccupied orbital energy (eV) = 0.1
- DFT total energy (hartree) = -3120.0721
- F_max (hartree/bohr) = 0.00586
- energy above the lowest of the compared OMol25 structures with the same formula, charge and spin (kcal/mol) = 0.0
- molar mass (g/mol) = 678.75
- frontier orbital gap (eV) = 7.2

These are the Löwdin partial charges, in e, on atoms 1 to 2: atom 1 (K): 0.672, atom 2 (O): 0.044

Entry 4:
Density functional theory data (ωB97M-V/def2-TZVPD) for C5H8O in the gas phase.

Cartesian coordinates (Å):
C: -1.44361 -0.93804 -0.45730
C: -0.50455 0.12659 -0.93718
C: 0.33020 0.86226 0.83931
C: 0.83048 0.24639 -0.62070
C: 1.54664 -0.08797 0.82058
O: 2.72276 0.30834 0.98408
H: -0.98333 -1.59135 0.28703
H: -2.36906 -0.51271 -0.05410
H: -1.72681 -1.54891 -1.32383
H: -0.91211 0.78275 -1.71263
H: -0.57593 0.49900 1.30833
H: 0.48039 1.93741 0.86713
H: 1.40029 1.01048 -1.14577
H: 1.20466 -1.09422 1.14505

Results
- HOMO level (hartree) = -0.2857
- lowest unoccupied orbital energy (eV) = 0.1
- DFT total energy (hartree) = -270.3929
- F_max (hartree/bohr) = 0.00979
- energy above the lowest of the compared OMol25 structures with the same formula, charge and spin (kcal/mol) = 103.5
- molar mass (g/mol) = 84.12
- frontier orbital gap (eV) = 7.9

These are the natural (NBO) partial charges, in e, on atoms 1 to 2: atom 1 (C): -0.678, atom 2 (C): 0.041

Entry 5:
Density functional theory data (ωB97M-V/def2-TZVPD) for 2 unconnected molecules or ions with the total composition C5H14.

Cartesian coordinates (Å):
C: 0.39896 1.08239 2.15844
C: 1.44228 0.10673 1.67769
C: -0.38908 1.84571 1.07819
H: -0.35271 0.66260 2.84375
H: 0.86643 1.85734 2.78032
H: 2.04185 0.47544 0.83404
H: -0.89966 1.15352 0.40476
H: -1.11302 2.52483 1.54979
H: 0.26849 2.46765 0.48255
H: 2.06704 -0.19570 2.51363
H: 1.01400 -0.79791 1.25345
C: -1.08971 -2.01723 -2.27608
C: -0.21572 -0.80440 -2.06954
H: -1.97889 -2.08189 -1.63119
H: -1.47398 -2.06050 -3.29851
H: -0.61464 -2.97933 -2.11844
H: 0.60821 -0.82882 -1.36172
H: -0.82146 0.06147 -1.81499
H: 0.24162 -0.47190 -3.00613

Results
- HOMO level (spin up / spin down) (hartree) = 0.0573 / -0.2803
- 2S+1 = 2
- net charge = -1
- lowest unoccupied orbital energy (spin up / spin down) (eV) = 4.3 / 4.3
- DFT total energy (hartree) = -198.8230
- F_max (hartree/bohr) = 0.02919
- energy above the lowest of the compared OMol25 structures with the same formula, charge and spin (kcal/mol) = 6.0
- molar mass (g/mol) = 74.17
- frontier orbital gap (spin up / spin down) (eV) = 2.7 / 11.9

These are the natural (NBO) partial charges, in e, on atoms 1 to 2: atom 1 (C): -0.467, atom 2 (C): -0.901

Entry 6:
Density functional theory data (ωB97M-V/def2-TZVPD) for a molecular structure, C9H10O2S2.

Cartesian coordinates (Å):
C: 1.07599 3.26179 -1.19876
C: -0.07234 2.74362 -1.78115
C: 1.78701 2.70033 -0.20606
C: -0.56954 1.54876 -1.18968
C: 1.31859 1.49834 0.29574
C: 0.14983 0.91965 -0.18609
C: 0.47763 -2.87728 0.47208
C: -0.98973 -2.94681 0.39476
C: -0.17541 -0.39060 0.27923
O: 0.39558 -1.28774 2.64638
O: -2.82286 -1.17442 0.84319
S: 0.98188 -1.30666 1.30513
S: -1.43889 -1.24391 -0.15899
H: 1.57554 4.17722 -1.68109
H: -0.52159 3.25987 -2.62457
H: 2.75834 3.15092 0.12961
H: -1.47787 0.93657 -1.30744
H: 1.77714 1.00818 1.14851
H: 0.61162 -3.76640 1.06044
H: 1.08112 -2.93983 -0.38201
H: -1.48544 -3.83283 -0.22917
H: -1.25738 -3.15617 1.42591
H: -3.17923 -0.28262 0.94405

Results
- HOMO level (hartree) = -0.2858
- lowest unoccupied orbital energy (eV) = 0.3
- DFT total energy (hartree) = -1295.6571
- F_max (hartree/bohr) = 0.08922
- energy above the lowest of the compared OMol25 structures with the same formula, charge and spin (kcal/mol) = 106.7
- molar mass (g/mol) = 214.31
- frontier orbital gap (eV) = 8.1

These are the natural (NBO) partial charges, in e, on atoms 1 to 2: atom 1 (C): -0.234, atom 2 (C): -0.200